(1)
{
  "formula": "C46H34Br2Cl5IInN8O4S2",
  "method": "ωB97M-V/def2-TZVPD",
  "total_charge": -1,
  "total_energy_ev": -306010.9355,
  "homo_energy_ev": -3.909,
  "max_force_ev_per_a": 0.37,
  "de_lowest_kj_mol": 3.3,
  "species": ["In", "C", "C", "N", "N", "C", "N", "S", "C", "C", "C", "C", "C", "N", "H", "H", "H", "H", "H", "H", "H", "H", "H", "H", "Br", "C", "C", "C", "Br", "C", "C", "C", "C", "N", "C", "C", "O", "H", "H", "H", "H", "I", "C", "C", "C", "C", "C", "C", "C", "O", "O", "H", "H", "H", "H", "Cl", "C", "C", "C", "C", "C", "C", "N", "C", "C", "N", "C", "O", "C", "C", "C", "Cl", "S", "C", "C", "C", "Cl", "C", "H", "H", "H", "H", "H", "H", "H", "H", "H", "H", "H", "H", "H", "Cl", "C", "C", "C", "C", "C", "Cl", "C", "N", "H", "H", "H"],
  "xyz": [[0.1730, -0.6144, 0.1456], [1.3073, 2.0363, 3.8239], [0.5968, 0.9297, 3.0976], [-0.3548, 1.1123, 2.2652], [-0.6602, 2.4065, 1.9723], [-1.7604, 2.7645, 1.2547], [-1.6624, 4.0642, 0.8102], [-3.1153, 1.8513, 1.0546], [0.9720, -0.4775, 3.4015], [1.6090, -0.8103, 4.5903], [1.9546, -2.1321, 4.8241], [1.6419, -3.0833, 3.8712], [0.9878, -2.6651, 2.7206], [0.6718, -1.3995, 2.4901], [1.6327, 2.8212, 3.1398], [2.2150, 1.6796, 4.2989], [0.6511, 2.4801, 4.5772], [0.0376, 3.1185, 2.1385], [-0.7666, 4.3313, 0.4235], [-2.4535, 4.3368, 0.2495], [1.8220, -0.0576, 5.3349], [2.4628, -2.4070, 5.7398], [1.8966, -4.1262, 3.9995], [0.7182, -3.3640, 1.9395], [-4.1273, -1.7418, 2.7954], [-3.9574, -1.5906, 0.9192], [-5.0820, -1.8194, 0.1168], [-4.9928, -1.7631, -1.2435], [-6.5417, -2.1246, -2.2872], [-3.7638, -1.4523, -1.8711], [-3.5398, -1.4526, -3.2613], [-2.3018, -1.1479, -3.7473], [-1.2818, -0.7955, -2.8496], [-1.4537, -0.8048, -1.5518], [-2.6566, -1.1679, -1.0464], [-2.7118, -1.2900, 0.3893], [-1.6511, -1.1448, 1.0890], [-6.0248, -2.0565, 0.5901], [-4.3504, -1.7121, -3.9295], [-2.0978, -1.1733, -4.8091], [-0.3082, -0.4924, -3.2088], [3.4716, -9.0446, -0.7729], [2.3331, -7.2878, -0.7629], [0.9661, -7.3644, -0.9835], [0.2200, -6.1952, -0.9810], [0.8273, -4.9680, -0.7492], [2.1982, -4.9135, -0.5272], [2.9614, -6.0729, -0.5381], [-0.0159, -3.7023, -0.7438], [-1.1752, -3.7589, -1.1350], [0.6201, -2.6781, -0.3132], [0.4911, -8.3204, -1.1562], [-0.8468, -6.2123, -1.1601], [2.6591, -3.9503, -0.3505], [4.0291, -6.0279, -0.3730], [5.0209, 0.6642, -7.0059], [3.6379, 1.6054, -6.5398], [3.1178, 1.4832, -5.2654], [1.9959, 2.2233, -4.9284], [1.3813, 3.0990, -5.8272], [0.1255, 3.8798, -5.4931], [0.0885, 4.5710, -4.1252], [0.2902, 3.7421, -2.9543], [1.4283, 3.7717, -2.1796], [1.3074, 2.7523, -1.2863], [0.1057, 2.1128, -1.4700], [-0.4833, 2.7344, -2.4636], [-1.0901, 3.1656, -5.7256], [-1.0919, 1.7467, -5.7160], [-0.5448, 1.1289, -6.9746], [-0.9180, 1.4571, -8.2418], [-2.0924, 2.6195, -8.7046], [-0.0772, 0.5646, -9.4399], [0.7871, -0.3011, -8.2411], [0.4443, 0.0988, -6.9902], [1.9438, 3.1812, -7.1031], [1.2354, 4.1908, -8.3349], [3.0597, 2.4501, -7.4700], [3.5608, 0.8096, -4.5440], [1.5935, 2.0803, -3.9372], [0.0688, 4.7161, -6.1941], [-0.8678, 5.0926, -4.0562], [0.8810, 5.3205, -4.1073], [2.2221, 4.4718, -2.3739], [1.9823, 2.4188, -0.5151], [-1.4600, 2.5057, -2.8599], [-2.1420, 1.4759, -5.5873], [-0.5483, 1.3429, -4.8600], [1.5118, -1.0457, -8.5255], [0.8825, -0.3125, -6.0916], [3.4574, 2.5272, -8.4711], [2.0004, -0.8215, -2.3952], [3.3550, -0.4290, -1.3509], [4.6117, -0.6878, -1.8560], [5.7492, -0.3328, -1.1453], [5.5627, 0.3173, 0.0726], [4.3020, 0.5567, 0.5602], [4.1863, 1.4046, 2.0920], [3.0590, 0.1450, -0.0583], [1.9135, 0.3837, 0.5309], [4.6942, -1.1645, -2.8254], [6.7383, -0.5393, -1.5276], [6.4132, 0.6463, 0.6565]]
}

***

(2)
{
  "formula": "C56H98N14",
  "method": "ωB97M-V/def2-TZVPD",
  "total_charge": -1,
  "total_energy_ev": -80519.7504,
  "homo_energy_ev": [0.229, -9.250],
  "s_squared": 0.750,
  "max_force_ev_per_a": 4.84,
  "de_lowest_kj_mol": 0.0,
  "spin_multiplicity": 2,
  "species": ["C", "C", "C", "C", "N", "H", "H", "H", "H", "H", "H", "H", "C", "C", "C", "C", "N", "H", "H", "H", "H", "H", "H", "H", "C", "C", "C", "C", "N", "H", "H", "H", "H", "H", "H", "H", "C", "C", "C", "C", "N", "H", "H", "H", "H", "H", "H", "H", "C", "C", "C", "C", "N", "H", "H", "H", "H", "H", "H", "H", "C", "C", "C", "C", "N", "H", "H", "H", "H", "H", "H", "H", "C", "C", "C", "C", "N", "H", "H", "H", "H", "H", "H", "H", "C", "C", "C", "C", "N", "H", "H", "H", "H", "H", "H", "H", "C", "C", "C", "C", "N", "H", "H", "H", "H", "H", "H", "H", "C", "C", "C", "C", "N", "H", "H", "H", "H", "H", "H", "H", "C", "C", "C", "C", "N", "H", "H", "H", "H", "H", "H", "H", "C", "C", "C", "C", "N", "H", "H", "H", "H", "H", "H", "H", "C", "C", "C", "C", "N", "H", "H", "H", "H", "H", "H", "H", "C", "C", "C", "C", "N", "H", "H", "H", "H", "H", "H", "H"],
  "xyz": [[6.2354, -1.1435, -0.2771], [6.4351, -1.2948, 1.2763], [7.9392, -1.1703, 1.7130], [8.9056, -1.9947, 0.9361], [9.6773, -2.5725, 0.3700], [6.6495, -1.9937, -0.8192], [6.6869, -0.2464, -0.7006], [5.1688, -1.0320, -0.4719], [5.9968, -2.2471, 1.5747], [5.9038, -0.4898, 1.7841], [8.0865, -1.4508, 2.7559], [8.3549, -0.1642, 1.6584], [-2.9311, 3.4583, -0.4379], [-1.9493, 4.5786, -0.0796], [-1.5721, 4.7306, 1.3798], [-2.6665, 5.3129, 2.1745], [-3.5076, 5.8592, 2.7843], [-3.2039, 3.5956, -1.4843], [-3.7869, 3.4857, 0.2365], [-2.5009, 2.4674, -0.2924], [-2.2641, 5.5665, -0.4157], [-0.9943, 4.3747, -0.5638], [-0.7547, 5.4511, 1.4077], [-1.2574, 3.7779, 1.8057], [0.5917, -4.3650, 1.7788], [1.7126, -4.6465, 0.7747], [2.3425, -3.4153, 0.2008], [2.6428, -2.4076, 1.2348], [2.8718, -1.6634, 2.0661], [0.9100, -3.9553, 2.7374], [-0.0517, -5.2211, 1.9816], [-0.0478, -3.5784, 1.3783], [1.3536, -5.3911, 0.0643], [2.4891, -5.1737, 1.3290], [1.7049, -2.9377, -0.5431], [3.3343, -3.5997, -0.2121], [-9.1575, 0.1994, 0.3933], [-8.2928, 0.0458, -0.9138], [-6.9978, -0.8131, -0.7463], [-5.9706, -0.2440, 0.1386], [-5.1748, 0.2247, 0.8765], [-9.3044, -0.8184, 0.7547], [-10.0555, 0.7848, 0.1961], [-8.5795, 0.6509, 1.1997], [-8.1510, 1.0521, -1.3080], [-8.9379, -0.4524, -1.6375], [-6.5022, -1.0073, -1.6975], [-7.2969, -1.7565, -0.2896], [-1.8472, -5.0129, -1.2047], [-1.9337, -5.0312, -2.7783], [-0.8169, -4.2527, -3.5801], [-0.6396, -2.8635, -3.0694], [-0.4757, -1.7479, -2.7205], [-1.8146, -3.9631, -0.9133], [-0.8784, -5.4694, -1.0017], [-2.6394, -5.5417, -0.6746], [-2.9092, -4.6341, -3.0591], [-1.9821, -6.0434, -3.1797], [-1.0885, -4.1969, -4.6342], [0.1604, -4.7307, -3.5129], [0.5020, -0.8770, 4.3189], [-0.2450, -0.3660, 5.5648], [0.0851, 1.1489, 5.8182], [1.5370, 1.4847, 5.8130], [2.6431, 1.7443, 5.7488], [0.2763, -0.2629, 3.4471], [0.2355, -1.9139, 4.1140], [1.5723, -0.8398, 4.5215], [-0.1426, -0.9126, 6.5022], [-1.2971, -0.4755, 5.3019], [-0.2378, 1.4922, 6.8011], [-0.3836, 1.8501, 5.1278], [4.4844, 3.9745, 1.6274], [4.4438, 2.8087, 2.6690], [3.4205, 1.6742, 2.4148], [2.0379, 2.1269, 2.3901], [0.9469, 2.5019, 2.4368], [3.5939, 4.5991, 1.6986], [4.6738, 3.5875, 0.6261], [5.3185, 4.6249, 1.8908], [4.2362, 3.1870, 3.6699], [5.4661, 2.4329, 2.7103], [3.4960, 0.9463, 3.2226], [3.7464, 1.2229, 1.4777], [-3.5177, 1.5842, 3.4685], [-4.4280, 2.4037, 4.4078], [-3.7582, 2.7428, 5.7496], [-3.3572, 1.6109, 6.5808], [-3.0111, 0.7089, 7.2269], [-3.9388, 1.5267, 2.4647], [-3.2576, 0.5690, 3.7679], [-2.5993, 2.1592, 3.3497], [-5.3953, 1.9317, 4.5797], [-4.6050, 3.3562, 3.9082], [-4.4273, 3.3352, 6.3737], [-2.8542, 3.3039, 5.5126], [2.8506, -3.1490, -3.3508], [4.3919, -3.0466, -3.3313], [4.8420, -1.7302, -4.0212], [4.8979, -1.7054, -5.4868], [4.9512, -1.7318, -6.6537], [2.5941, -4.0815, -2.8480], [2.4092, -3.1827, -4.3468], [2.3717, -2.3232, -2.8247], [4.8343, -3.9270, -3.7974], [4.6900, -3.0142, -2.2834], [5.8594, -1.4244, -3.7776], [4.1047, -0.9586, -3.7995], [5.2217, 2.3566, -2.4118], [4.8406, 2.5857, -3.8980], [5.9694, 2.1238, -4.8350], [7.2792, 2.6489, -4.5405], [8.3465, 3.0015, -4.2467], [6.1166, 2.9256, -2.1597], [5.4316, 1.3167, -2.1614], [4.3775, 2.5788, -1.7591], [4.6293, 3.6333, -4.1125], [3.9666, 1.9966, -4.1759], [5.7325, 2.4772, -5.8386], [5.9916, 1.0347, -4.8743], [-3.4494, -3.5658, 1.8414], [-4.2258, -4.9158, 1.9830], [-5.5003, -4.9925, 1.1424], [-5.2896, -4.5787, -0.2453], [-5.1319, -4.2225, -1.3188], [-2.4863, -3.5386, 2.3511], [-4.0369, -2.7865, 2.3269], [-3.3911, -3.2434, 0.8018], [-4.5195, -5.1868, 2.9971], [-3.6061, -5.7737, 1.7221], [-6.2451, -4.3217, 1.5706], [-5.9991, -5.9591, 1.2139], [2.2629, 5.2181, -0.5957], [1.8713, 5.9702, -1.8546], [1.6380, 5.0658, -3.0375], [0.6388, 4.0281, -2.8259], [-0.1837, 3.2014, -2.6899], [1.4597, 4.8994, 0.0687], [2.8427, 5.9111, 0.0139], [2.9469, 4.3864, -0.7649], [2.6665, 6.6878, -2.0564], [0.9720, 6.5715, -1.7208], [2.5727, 4.6105, -3.3647], [1.3460, 5.6723, -3.8948], [-4.9360, -0.5516, -5.1448], [-4.2333, -0.9999, -3.8771], [-3.6086, 0.1095, -3.0210], [-4.6377, 1.0475, -2.5795], [-5.4805, 1.7246, -2.2416], [-5.8366, 0.0426, -4.9905], [-5.3121, -1.3912, -5.7294], [-4.2994, 0.1056, -5.7371], [-3.3802, -1.6522, -4.0637], [-4.8614, -1.6099, -3.2279], [-2.7933, 0.6271, -3.5263], [-3.1768, -0.3109, -2.1127], [-1.7358, -0.3386, 0.9303], [-0.2800, -0.5564, 0.4339], [0.2051, 0.5483, -0.5503], [1.5723, 0.3760, -1.1184], [2.6617, 0.1694, -1.5591], [-1.8235, 0.6129, 1.4547], [-1.9893, -1.0782, 1.6898], [-2.3719, -0.3386, 0.0452], [-0.2239, -1.5033, -0.1030], [0.4244, -0.6054, 1.2643], [0.2666, 1.4994, -0.0214], [-0.4818, 0.6570, -1.3897]]
}